Density functional theory data (ωB97M-V/def2-TZVPD) for a 8-piece molecular cluster, C22H60O8 overall.

Bonds (Å) are listed after each position.
Element x y z (Å)
1 C 3.0307 1.8338 -2.6811  C2 1.603, H5 1.090, H6 1.090, H7 1.090
2 C 4.4538 2.1887 -3.3283  C1 1.603, C3 1.509, O4 1.414, H8 1.090
3 C 5.0142 1.1822 -4.3022  C2 1.509, H9 1.090, H10 1.090, H11 1.090
4 O 4.3855 3.3434 -4.1413  C2 1.414, H12 0.960
5 H 2.9036 0.7689 -2.8763  C1 1.090
6 H 2.1865 2.3431 -3.1459  C1 1.090
7 H 2.9804 1.8660 -1.5927  C1 1.090
8 H 5.2397 2.3150 -2.5837  C2 1.090
9 H 5.0905 0.2247 -3.7868  C3 1.090
10 H 6.0659 1.2141 -4.5868  C3 1.090
11 H 4.3434 0.9082 -5.1165  C3 1.090
12 H 4.1375 4.1194 -3.6334  O4 0.960
13 C -3.5356 -2.5873 4.6554  C14 1.582, H17 1.090, H18 1.090, H19 1.090
14 C -3.3072 -1.0313 4.4855  C13 1.582, C15 1.516, O16 1.411, H20 1.090
15 C -1.9368 -0.8015 3.8801  C14 1.516, H21 1.090, H22 1.090, H23 1.090
16 O -4.3181 -0.7742 3.5351  C14 1.411, H24 0.960
17 H -4.5603 -2.7730 4.9772  C13 1.090
18 H -2.7868 -2.9364 5.3664  C13 1.090
19 H -3.2514 -3.2081 3.8057  C13 1.090
20 H -3.5946 -0.6014 5.4451  C14 1.090
21 H -1.9409 -1.1448 2.8456  C15 1.090
22 H -1.0350 -1.3248 4.1979  C15 1.090
23 H -1.6660 0.2541 3.9019  C15 1.090
24 H -5.0202 -1.3740 3.7977  O16 0.960
25 C 2.4548 5.4256 1.9668  C26 1.564, H29 1.090, H30 1.090, H31 1.090
26 C 2.5520 4.2325 2.9738  C25 1.564, C27 1.463, O28 1.425, H32 1.090
27 C 2.9851 4.7076 4.2877  C26 1.463, H33 1.090, H34 1.090, H35 1.090
28 O 1.2234 3.7190 2.9551  C26 1.425, H36 0.960
29 H 2.3686 5.1145 0.9257  C25 1.090
30 H 3.2962 6.1075 2.0896  C25 1.090
31 H 1.6726 6.1371 2.2314  C25 1.090
32 H 3.2440 3.5211 2.5231  C26 1.090
33 H 4.0159 5.0619 4.2851  C27 1.090
34 H 2.8792 3.8056 4.8904  C27 1.090
35 H 2.3667 5.5527 4.5902  C27 1.090
36 H 0.6663 4.4178 3.3056  O28 0.960
37 C 0.2878 -3.4401 1.8985  C38 1.553, H41 1.090, H42 1.090, H43 1.090
38 C 1.5209 -4.1889 1.3238  C37 1.553, C39 1.535, O40 1.449, H44 1.090
39 C 2.8705 -3.7815 1.9319  C38 1.535, H45 1.090, H46 1.090, H47 1.090
40 O 1.3228 -5.5787 1.6832  C38 1.449, H48 0.960
41 H 0.4401 -3.3834 2.9764  C37 1.090
42 H -0.6518 -3.9489 1.6833  C37 1.090
43 H 0.2311 -2.3899 1.6126  C37 1.090
44 H 1.4775 -4.0321 0.2461  C38 1.090
45 H 3.2426 -2.8192 1.5803  C39 1.090
46 H 3.6870 -4.4460 1.6492  C39 1.090
47 H 2.7764 -3.6900 3.0140  C39 1.090
48 H 2.0073 -6.1781 1.3770  O40 0.960
49 C 1.3232 0.0145 -5.0284  C50 1.566, H53 1.090, H54 1.090, H55 1.090
50 C 0.6195 -1.2057 -5.7119  C49 1.566, C51 1.474, O52 1.465, H56 1.090
51 C 0.7726 -2.3813 -4.8356  C50 1.474, H57 1.090, H58 1.090, H59 1.090
52 O -0.7849 -0.8591 -5.9415  C50 1.465, H60 0.960
53 H 1.1716 0.9205 -5.6151  C49 1.090
54 H 2.3888 -0.1607 -4.8807  C49 1.090
55 H 0.8693 0.1381 -4.0451  C49 1.090
56 H 1.0570 -1.4180 -6.6874  C50 1.090
57 H 0.4581 -3.2725 -5.3785  C51 1.090
58 H 0.2451 -2.2283 -3.8941  C51 1.090
59 H 1.7963 -2.6170 -4.5448  C51 1.090
60 H -1.0694 -0.4575 -5.1172  O52 0.960
61 C -2.7316 -2.3939 -3.0171  C62 1.532, H65 1.090, H66 1.090, H67 1.090
62 C -3.6281 -1.5964 -2.0647  C61 1.532, C63 1.511, O64 1.435, H68 1.090
63 C -3.4770 -2.1828 -0.6801  C62 1.511, H69 1.090, H70 1.090, H71 1.090
64 O -3.3470 -0.1899 -2.0306  C62 1.435, H72 0.960
65 H -1.7058 -2.1962 -2.7062  C61 1.090
66 H -2.7967 -2.1596 -4.0796  C61 1.090
67 H -2.9181 -3.4584 -3.1590  C61 1.090
68 H -4.6905 -1.6335 -2.3057  C62 1.090
69 H -3.4039 -3.2569 -0.8511  C63 1.090
70 H -4.3927 -2.0104 -0.1146  C63 1.090
71 H -2.6007 -1.8194 -0.1433  C63 1.090
72 H -3.2334 -0.0423 -1.0888  O64 0.960
73 C -3.9076 2.6654 1.9676  C74 1.554, H76 1.090, H77 1.090, H78 1.090
74 C -4.0925 1.7702 0.7106  C73 1.554, O75 1.447, H79 1.090, H80 1.090
75 O -3.2806 0.5738 0.7560  C74 1.447, H81 0.960
76 H -2.8556 2.9325 2.0679  C73 1.090
77 H -4.3763 2.2840 2.8748  C73 1.090
78 H -4.4450 3.6112 1.8974  C73 1.090
79 H -3.8559 2.2294 -0.2492  C74 1.090
80 H -5.1420 1.4890 0.7973  C74 1.090
81 H -3.5520 0.1663 1.5818  O75 0.960
82 C 0.2433 -0.0117 -0.3394  C83 1.587, H85 1.090, H86 1.090, H87 1.090
83 C 0.2146 0.7462 1.0547  C82 1.587, O84 1.432, H88 1.090, H89 1.090
84 O 1.5378 1.2688 1.2180  C83 1.432, H90 0.960
85 H -0.7751 -0.2799 -0.6206  C82 1.090
86 H 0.9359 -0.8502 -0.2670  C82 1.090
87 H 0.7162 0.4353 -1.2139  C82 1.090
88 H -0.0297 -0.0538 1.7535  C83 1.090
89 H -0.5784 1.4941 1.0588  C83 1.090
90 H 1.5056 2.0650 1.7533  O84 0.960

Results
ΔE to the lowest compared entry with this formula, charge and spin ... 70.42 kcal per mole
HOMO level ... -9.7 eV
HOMO-LUMO gap ... 10.2 eV
Charge ... 0
SMILES ... CC(C)O.CC(C)O.CC(C)O.CC(C)O.CC(C)O.CC(C)O.CCO.CCO

From a Löwdin analysis of the wavefunction, the atomic charges in e read: number 1, C, carries -0.0286; number 2, C, carries -0.4476; number 3, C, carries -0.0817; number 4, O, carries -0.0664; number 5, H, carries 0.0412; number 6, H, carries 0.0773; number 7, H, carries 0.0606; number 8, H, carries 0.1255; number 9, H, carries 0.0729; number 10, H, carries 0.0817; number 11, H, carries 0.0707; number 12, H, carries 0.0860; number 13, C, carries -0.0582; number 14, C, carries -0.4358; number 15, C, carries -0.0541; number 16, O, carries -0.0748; number 17, H, carries 0.0763; number 18, H, carries 0.0754; number 19, H, carries 0.0814; number 20, H, carries 0.1349; number 21, H, carries 0.0668; number 22, H, carries 0.0803; number 23, H, carries 0.0795; number 24, H, carries 0.0740; number 25, C, carries -0.0540; number 26, C, carries -0.4982; number 27, C, carries -0.0677; number 28, O, carries -0.0673; number 29, H, carries 0.0784; number 30, H, carries 0.0714; number 31, H, carries 0.0750; number 32, H, carries 0.1433; number 33, H, carries 0.0919; number 34, H, carries 0.0933; number 35, H, carries 0.0905; number 36, H, carries 0.0925; number 37, C, carries -0.0468; number 38, C, carries -0.4473; number 39, C, carries -0.0583; number 40, O, carries -0.0730; number 41, H, carries 0.0701; number 42, H, carries 0.0799; number 43, H, carries 0.0507; number 44, H, carries 0.1247; number 45, H, carries 0.0727; number 46, H, carries 0.0730; number 47, H, carries 0.0790; number 48, H, carries 0.0801; number 49, C, carries -0.0545; number 50, C, carries -0.4570; number 51, C, carries -0.0789; number 52, O, carries -0.0588; number 53, H, carries 0.0878; number 54, H, carries 0.0550; number 55, H, carries 0.0664; number 56, H, carries 0.1355; number 57, H, carries 0.0853; number 58, H, carries 0.0664; number 59, H, carries 0.0831; number 60, H, carries 0.0662; number 61, C, carries -0.0553; number 62, C, carries -0.4714; number 63, C, carries -0.0699; number 64, O, carries -0.0560; number 65, H, carries 0.0666; number 66, H, carries 0.0686; number 67, H, carries 0.0800; number 68, H, carries 0.1310; number 69, H, carries 0.0793; number 70, H, carries 0.0823; number 71, H, carries 0.0690; number 72, H, carries 0.0132; number 73, C, carries -0.0769; number 74, C, carries -0.2513; number 75, O, carries -0.1194; number 76, H, carries 0.0639; number 77, H, carries 0.0671; number 78, H, carries 0.0664; number 79, H, carries 0.1180; number 80, H, carries 0.1084; number 81, H, carries 0.0460; number 82, C, carries -0.0589; number 83, C, carries -0.2569; number 84, O, carries -0.0865; number 85, H, carries 0.0466; number 86, H, carries 0.0587; number 87, H, carries 0.0476; number 88, H, carries 0.0732; number 89, H, carries 0.1003; number 90, H, carries 0.0285